1.
Density functional theory data (wB97M-V/def2-TZVPD) for a structure of composition C25H19BBrCrF8IN2O2P at a distorted geometry.

- HOMO-LUMO gap (alpha / beta) (eV) = 7.09 / 7.70
- ΔE to the lowest compared entry with this formula, charge and spin (kJ/mol) = 38.7
- spin multiplicity = 4
- net charge = +2
- max |F| (eV Å⁻¹) = 2.88
- <S²> = 3.814

Geometry as XYZ:
```
61
C25H19BBrCrF8IN2O2P wB97M-V/def2-TZVPD
C -1.586 -1.681 -0.505
H 5.026 4.937 -0.609
H 3.294 -3.727 0.094
C -3.356 -2.685 -2.399
F -3.273 0.809 5.697
H 1.977 -3.043 4.162
C 1.883 -2.909 3.092
H 0.339 -1.559 3.478
F 1.832 0.647 -0.439
Br 0.198 2.024 2.311
C 1.719 -2.337 0.449
C -1.581 -0.345 2.115
C -2.023 -3.073 -2.325
H 4.236 4.790 0.900
C -2.947 -1.270 -0.509
C 0.757 -1.769 1.304
F -2.669 -2.430 2.327
H -1.783 -3.901 -2.964
C -1.815 1.442 -2.172
H 4.505 3.451 -0.031
C -0.710 0.047 -4.250
C 2.693 -3.231 0.818
H -3.659 1.505 -3.310
C -3.088 -0.772 3.924
Cr 0.113 1.494 -0.212
C 2.737 -3.571 2.163
N 4.270 4.459 -0.062
C -1.086 -2.448 -1.537
C -2.853 0.486 4.495
I -2.473 2.477 -0.519
N -0.550 1.032 -2.101
F -3.943 -1.592 4.592
C -2.043 0.519 -4.327
P -0.558 -0.782 0.659
H -2.618 0.273 -5.206
C -1.965 1.305 3.883
C -0.032 0.310 -3.064
H 2.630 5.539 -0.895
H -4.864 -1.461 -1.540
C 1.916 3.682 -0.025
C -3.812 -1.790 -1.443
H 1.818 -1.949 -0.559
B 3.402 0.537 -0.753
O 0.882 3.228 -0.698
F 3.816 1.802 -1.049
C -1.299 0.902 2.782
C -2.594 1.155 -3.237
H -0.125 -0.509 -4.968
F -1.714 2.466 4.485
F 3.458 -0.164 -1.863
H -3.324 -0.752 0.320
F 3.914 0.029 0.406
C 2.918 4.479 -0.790
H 3.063 4.035 -1.737
H -0.036 -2.718 -1.563
O 2.183 3.335 1.127
H 3.455 -4.264 2.534
H -4.078 -3.211 -3.013
H 0.981 0.032 -2.870
C 0.894 -2.088 2.671
C -2.451 -1.197 2.754
```



2.
Density functional theory data (wB97M-V/def2-TZVPD) for a cluster of 2 separate species, C8H20O2 in total at a distorted geometry.

- HOMO-LUMO gap (eV) = 10.56
- ΔE to the lowest compared entry with this formula, charge and spin (kJ/mol) = 203.4
- max |F| (eV Å⁻¹) = 1.89
- SMILES string = CCCOC.CCCOC

Geometry as XYZ:
```
30
C8H20O2 wB97M-V/def2-TZVPD
C 0.543 -1.988 -1.549
H 0.648 -3.093 0.335
H -1.980 2.625 -0.271
H 1.499 -1.464 -1.360
H -1.675 3.541 2.745
H 0.054 1.990 3.185
H -2.801 4.006 0.521
C -1.881 3.397 0.511
O -0.521 -1.076 -1.223
H 0.449 0.656 -1.988
H 2.134 1.480 0.949
H 1.542 -0.198 0.737
O 0.092 1.216 1.256
C -1.600 2.792 1.934
H 1.718 0.489 2.382
H -1.029 4.049 0.256
H 2.265 -4.310 -0.912
H -1.194 0.792 -1.287
H 0.513 -2.258 -2.622
C -0.157 2.295 2.142
C 1.438 0.719 1.340
H -2.305 1.972 2.167
C -0.521 0.144 -1.873
H -0.960 -0.006 -2.874
C 1.252 -4.355 -1.346
C 0.424 -3.252 -0.737
H 1.341 -4.364 -2.445
H 0.773 -5.295 -1.024
H 0.570 3.084 1.868
H -0.629 -3.586 -0.816
```



3.
Density functional theory data (wB97M-V/def2-TZVPD) for the molecule C11H14O at a distorted geometry.

- HOMO-LUMO gap (eV) = 8.50
- ΔE to the lowest compared entry with this formula, charge and spin (kJ/mol) = 434.2
- max |F| (eV Å⁻¹) = 5.06

Geometry as XYZ:
```
26
C11H14O wB97M-V/def2-TZVPD
C 1.184 0.701 -0.297
O 2.420 -0.387 1.398
H 0.694 2.577 1.826
C -0.964 -0.383 1.085
C -1.946 -1.870 -2.399
H 1.278 1.242 -2.465
H 0.222 1.204 2.926
C 1.923 -0.545 0.256
H -2.106 -1.913 0.112
C 2.094 0.817 2.166
H -1.326 -2.746 -2.485
H -0.547 -0.065 -3.269
C -1.466 -1.070 -0.127
C -0.240 -0.115 -2.218
H 2.773 1.629 2.166
H -0.518 -1.214 1.733
H -0.693 1.659 0.413
C -1.241 -0.865 -1.449
H 2.237 0.415 3.124
H 1.822 1.626 -0.039
H -1.828 0.122 1.653
C 0.747 0.653 -1.743
C 0.651 1.413 1.995
H -2.801 -2.209 -1.815
H -2.316 -1.528 -3.267
C -0.051 0.849 0.721
```



4.
Density functional theory data (wB97M-V/def2-TZVPD) for a structure of composition C11H9Br2N7O3RuS2Se4.

- HOMO-LUMO gap (alpha / beta) (eV) = 5.32 / 5.55
- ΔE to the lowest compared entry with this formula, charge and spin (kJ/mol) = 73.6
- spin multiplicity = 6
- net charge = -1
- max |F| (eV Å⁻¹) = 0.43
- <S²> = 8.804

Geometry as XYZ:
```
39
C11H9Br2N7O3RuS2Se4 wB97M-V/def2-TZVPD
C -2.765 -1.052 -1.168
N -0.651 1.295 0.913
N -0.160 2.331 2.637
S 1.168 -2.689 1.765
H -3.250 -1.340 -0.246
O 1.516 0.018 2.101
C 2.812 -0.038 -3.122
Br -3.850 0.015 -4.999
C -3.526 -0.817 -2.284
O 2.189 -1.253 4.089
Se -1.981 -1.863 2.216
H 4.447 -0.136 -1.683
N 1.204 -0.590 -0.942
C -1.502 -0.220 -3.439
N -1.430 -0.927 -1.120
O 3.622 -1.202 2.112
C 1.469 -0.140 -3.305
C 2.534 -0.496 -0.808
C 3.384 -0.210 -1.850
Br 3.943 0.317 -4.601
H 2.932 -0.654 0.183
H 0.783 2.568 4.304
N -0.170 2.715 3.977
C 0.353 2.152 0.683
H -4.596 -0.944 -2.256
Se -2.590 -0.010 5.309
C -0.766 -0.515 -2.262
H 0.855 2.251 -0.264
H -0.744 2.013 4.444
H 1.043 -0.038 -4.291
C 0.639 -0.410 -2.183
N 0.686 2.833 1.768
S 2.290 -1.105 2.659
C -2.850 -0.380 -3.438
Ru -0.164 -1.157 0.597
N -0.966 1.429 2.184
Se -3.898 -0.659 2.203
Se -1.013 -1.239 4.437
H -0.998 0.144 -4.321
```